[1]
C20H41F6O16PPb | ωB97M-V/def2-TZVPD

Values from the calculation:
Energy relative to the best compared isomer or geometry (same formula, charge and spin): 11.2 kcal per mole
Multiplicity: 1
Charge: 0
E_HOMO: -8.3 eV
LUMO energy: 0.022 Eh
HOMO-LUMO gap: 8.88 eV

XYZ file:
```
85
C20H41F6O16PPb ωB97M-V/def2-TZVPD
Pb -17.767 18.634 9.758
O -19.462 20.395 9.776
H -19.789 21.266 10.074
P -15.015 16.697 10.694
F -15.119 18.303 10.322
F -13.703 16.627 9.786
F -14.147 17.145 11.971
F -15.000 15.101 11.129
F -16.368 17.028 11.493
F -16.036 16.451 9.435
C -22.590 17.064 7.077
C -21.120 17.139 7.367
O -20.623 15.846 7.652
C -19.325 15.633 8.137
O -18.503 16.534 8.498
O -19.159 14.352 8.216
C -17.938 13.838 8.731
H -23.121 16.830 8.000
H -22.733 16.308 6.305
H -22.946 17.993 6.632
H -20.875 17.841 8.164
H -20.631 17.516 6.469
H -17.691 14.107 9.758
H -17.102 14.251 8.165
H -17.875 12.775 8.498
C -17.679 23.618 8.913
C -16.670 23.506 10.013
O -15.372 23.058 9.591
C -15.179 21.734 9.365
O -16.080 20.864 9.533
O -13.930 21.504 8.921
C -13.492 20.137 8.805
H -18.238 22.698 8.743
H -17.194 23.872 7.970
H -18.379 24.412 9.172
H -17.090 22.932 10.839
H -16.555 24.559 10.268
H -12.497 20.190 8.362
H -14.101 19.466 8.199
H -13.411 19.689 9.795
C -15.870 16.122 5.434
C -14.881 17.201 5.980
O -15.247 18.509 5.766
C -16.164 19.167 6.495
O -16.639 18.726 7.543
O -16.459 20.310 5.867
C -17.435 21.085 6.453
H -16.893 16.393 5.697
H -15.653 15.155 5.890
H -15.831 16.055 4.347
H -13.864 16.993 5.645
H -14.786 17.170 7.065
H -17.239 21.292 7.505
H -18.323 20.462 6.563
H -17.700 21.992 5.910
C -19.902 22.300 13.988
C -19.133 21.328 13.055
O -17.837 21.376 13.466
C -16.925 20.620 12.813
O -17.153 19.772 11.926
O -15.723 20.960 13.278
C -14.532 20.405 12.709
H -19.792 22.148 15.062
H -20.971 22.180 13.815
H -19.662 23.345 13.791
H -19.231 21.560 11.995
H -19.474 20.301 13.181
H -14.565 20.443 11.621
H -14.463 19.351 12.975
H -13.644 20.979 12.974
C -18.265 14.947 15.024
C -18.231 15.378 13.540
O -19.575 15.657 13.097
C -19.928 16.461 12.072
O -19.154 17.156 11.367
O -21.289 16.344 11.986
C -21.939 17.037 10.969
H -18.792 15.687 15.627
H -17.279 14.793 15.462
H -18.818 14.015 15.143
H -17.836 14.569 12.925
H -17.571 16.246 13.531
H -21.529 17.968 10.578
H -22.981 17.167 11.262
H -21.967 16.364 10.112
```

[2]
C20H41GeN5O8P2SeW | ωB97M-V/def2-TZVPD

Values from the calculation:
Energy relative to the best compared isomer or geometry (same formula, charge and spin): 34.4 kcal per mole
Multiplicity: 3
Charge: +2
E_HOMO (alpha / beta): -13.1 / -13.1 eV
LUMO energy (alpha / beta): -0.234 / -0.315 Eh
HOMO-LUMO gap (alpha / beta): 6.74 / 4.57 eV

XYZ file:
```
79
C20H41GeN5O8P2SeW ωB97M-V/def2-TZVPD
W 0.623 0.672 0.271
O 4.208 -1.588 4.587
C 3.697 -0.923 3.484
C 3.359 -1.703 2.378
C 2.569 -1.238 1.411
N 2.184 0.043 1.520
C 2.650 0.893 2.454
C 3.413 0.394 3.534
C 2.300 2.296 2.165
O 2.797 3.255 2.630
O 1.453 2.325 1.137
C 2.071 -1.909 0.184
O 2.195 -3.094 -0.041
O 1.419 -1.057 -0.510
H 5.120 -1.510 4.636
H 3.835 -2.725 2.412
H 3.678 1.103 4.300
C 2.482 2.279 -4.700
N 1.368 1.631 -3.993
C 0.761 0.479 -4.774
P 0.556 2.201 -2.703
O 1.039 1.380 -1.506
O -0.946 1.915 -3.009
P -2.732 1.996 -1.680
O -1.005 0.285 0.467
N -3.475 0.838 -2.509
C -3.135 -0.536 -2.113
C -4.635 1.026 -3.274
N -3.280 3.424 -2.321
C -3.567 4.523 -1.365
C -3.062 3.834 -3.746
N 0.890 3.803 -2.385
C 0.194 4.939 -3.013
C 1.580 4.375 -1.166
H 3.388 1.657 -4.578
H 2.707 3.178 -4.178
H 2.275 2.486 -5.749
H 1.494 -0.379 -4.902
H 0.608 0.829 -5.786
H -0.151 0.160 -4.293
H -2.200 -0.509 -1.549
H -2.908 -1.051 -3.045
H -3.996 -0.909 -1.614
H -4.454 0.530 -4.223
H -4.801 2.070 -3.404
H -5.479 0.559 -2.732
H -3.581 4.176 -0.314
H -4.498 4.978 -1.538
H -2.791 5.292 -1.402
H -2.136 3.312 -4.065
H -2.902 4.917 -3.758
H -3.874 3.638 -4.470
H 0.951 5.681 -3.357
H -0.497 5.352 -2.236
H -0.433 4.608 -3.867
H 0.910 4.870 -0.504
H 2.419 5.056 -1.425
H 2.025 3.573 -0.656
C -0.819 -2.955 1.901
Ge -0.665 -4.113 3.417
C -1.903 -5.598 3.312
C -0.528 -3.278 5.228
C 1.317 -4.700 2.997
Se 2.264 -5.217 4.484
C 1.421 -6.616 5.563
H -0.212 -2.072 1.912
H -1.839 -2.548 2.028
H -0.822 -3.430 0.887
H -2.950 -5.285 3.594
H -1.698 -6.505 3.899
H -2.003 -5.845 2.191
H -0.104 -4.016 5.955
H -1.521 -3.007 5.598
H 0.079 -2.424 5.359
H 1.913 -3.828 3.008
H 1.569 -5.282 2.060
H 0.307 -6.605 5.743
H 1.932 -6.640 6.532
H 1.583 -7.735 5.217
```

[3]
C20H41IrN3O6P2S | ωB97M-V/def2-TZVPD

Values from the calculation:
Energy relative to the best compared isomer or geometry (same formula, charge and spin): 0.0 kcal per mole
Multiplicity: 5
Charge: +3
E_HOMO (alpha / beta): -17.4 / -17.8 eV
LUMO energy (alpha / beta): -0.264 / -0.422 Eh
HOMO-LUMO gap (alpha / beta): 10.24 / 6.27 eV

XYZ file:
```
74
C20H41IrN3O6P2S ωB97M-V/def2-TZVPD
Ir -1.369 0.189 1.183
C 4.513 1.915 0.157
C 3.988 1.768 1.565
C 4.845 0.902 2.452
O 2.579 1.225 1.562
P 1.943 0.122 0.697
O 0.616 -0.264 1.370
C 1.592 0.757 -0.955
P 0.101 0.084 -1.715
O -1.092 0.547 -0.863
O 0.015 0.560 -3.171
C -0.498 1.817 -3.810
C 0.051 3.028 -3.099
C -2.004 1.749 -3.863
O 0.179 -1.454 -1.688
C 0.794 -2.417 -2.674
C -0.158 -2.613 -3.826
C 2.173 -1.953 -3.073
O 2.851 -1.092 0.452
C 3.199 -2.300 1.286
C 2.636 -3.494 0.559
C 2.720 -2.163 2.710
H 5.493 2.390 0.204
H 3.875 2.554 -0.455
H 4.649 0.943 -0.324
H 3.829 2.743 2.018
H 5.013 -0.079 2.007
H 4.405 0.792 3.441
H 5.817 1.382 2.571
H 2.449 0.553 -1.599
H 1.465 1.841 -0.894
H -0.075 1.734 -4.808
H -0.348 3.106 -2.084
H -0.258 3.922 -3.641
H 1.141 3.023 -3.078
H -2.433 1.842 -2.864
H -2.338 0.821 -4.325
H -2.371 2.577 -4.471
H 0.851 -3.318 -2.067
H -0.223 -1.720 -4.448
H -1.152 -2.886 -3.474
H 0.213 -3.430 -4.445
H 2.128 -1.043 -3.674
H 2.636 -2.723 -3.690
H 2.811 -1.797 -2.202
H 4.286 -2.294 1.241
H 1.546 -3.441 0.523
H 2.921 -4.401 1.091
H 3.033 -3.561 -0.454
H 1.634 -2.230 2.776
H 3.057 -1.235 3.170
H 3.144 -2.986 3.286
C -4.446 0.043 -0.213
N -4.774 -1.263 0.355
C -5.955 -1.934 0.138
C -5.896 -3.102 0.829
N -4.678 -3.120 1.448
C -3.994 -1.998 1.162
S -2.420 -1.721 1.833
H -3.550 -0.029 -0.828
H -4.321 0.773 0.586
H -5.278 0.361 -0.836
H -6.736 -1.529 -0.482
H -6.610 -3.901 0.925
H -4.336 -3.859 2.049
C -2.836 3.508 5.288
C -2.641 3.902 3.815
C -2.309 2.759 2.979
N -2.055 1.854 2.320
H -3.081 4.406 5.849
H -1.927 3.080 5.705
H -3.653 2.798 5.402
H -1.832 4.626 3.694
H -3.543 4.353 3.394
```

DFT total energy values, unit Eh, following the record order: -3124.14068, -6890.09087, -2586.83421.